DFT (ωB97M-V with the def2-TZVPD basis set) results for a structure of composition C10H20O13Tl at a distorted geometry.

## Properties
Orbital gap   7.96 eV
E_LUMO   -4.3673 eV
E   -1543.14158 hartree
Strongest force on any atom   8.44 eV/Å

```
! wB97M-V def2-TZVPD RIJCOSX def2/J DEFGRID3
* xyz 1 1
Tl -26.019 12.809 -4.518
O -27.864 12.100 -5.356
H -28.811 12.133 -5.596
O -24.060 11.204 -1.444
C -24.478 11.792 -2.567
O -24.505 11.222 -3.675
O -24.858 12.953 -2.595
H -24.207 10.315 -1.774
C -27.139 13.758 -0.409
O -28.392 13.422 -1.001
C -28.437 13.013 -2.291
O -27.442 12.779 -3.071
O -29.722 13.038 -2.694
C -29.928 12.616 -4.083
H -27.074 13.486 0.645
H -26.822 14.787 -0.579
H -26.294 13.232 -0.854
H -29.546 13.432 -4.697
H -30.976 12.377 -4.269
H -29.401 11.681 -4.272
C -24.199 10.622 -7.914
O -23.129 11.086 -7.191
C -23.327 11.699 -6.015
O -24.373 12.064 -5.473
O -22.103 11.859 -5.525
C -22.028 12.687 -4.334
H -23.880 10.651 -8.956
H -25.121 11.136 -7.640
H -24.315 9.571 -7.648
H -21.837 13.719 -4.631
H -21.104 12.484 -3.791
H -22.900 12.629 -3.683
C -24.730 15.496 -8.105
O -25.578 14.468 -8.569
C -25.912 13.466 -7.730
O -25.695 13.346 -6.466
O -26.527 12.549 -8.494
C -27.110 11.393 -7.933
H -24.946 15.793 -7.079
H -24.909 16.294 -8.826
H -23.707 15.121 -8.113
H -26.960 11.319 -6.856
H -26.820 10.451 -8.397
H -28.198 11.456 -7.955
*
```